Computed, not measured: C15H18ClN5O in the gas phase, with ωB97M-V with the def2-TZVPD basis set.

CARTESIAN COORDINATES (ANGSTROEM)
C: -1.8664 -1.9397 -2.5890
C: -0.9596 -1.6616 -1.3830
N: -1.3807 -0.7565 -0.5698
C: -0.4873 -0.7638 0.5943
C: -0.0037 0.2851 1.4784
N: -0.4806 1.6758 1.5651
C: -1.3282 2.3784 0.5531
C: -0.1871 3.0641 -0.2283
N: 0.6069 3.9900 0.4653
C: 1.0400 5.1888 -0.1594
C: 1.2716 3.4199 1.6490
C: 0.2916 2.5661 2.5151
N: 0.8627 -0.1016 2.4003
C: 1.6561 -1.1399 2.0819
N: 2.4517 -1.5939 3.0755
C: 3.2011 -2.6669 2.9046
C: 3.3210 -3.3211 1.6426
Cl: 4.3245 -4.8104 1.5771
C: 2.6093 -2.7900 0.5572
C: 1.7196 -1.7328 0.8717
C: 0.7162 -1.2590 -0.1750
O: 0.2572 -2.2769 -1.0975
H: -1.5752 -2.8822 -3.1384
H: -1.9516 -1.1267 -3.2820
H: -2.8386 -2.1137 -2.1311
H: -0.8227 -1.6017 1.1771
H: -1.9136 3.2197 0.8538
H: -2.0341 1.6603 0.1048
H: 0.5028 2.2844 -0.5564
H: -0.7109 3.4377 -1.0722
H: 0.9491 6.1326 0.4459
H: 2.0308 5.1017 -0.5793
H: 0.4374 5.4033 -1.0140
H: 1.6154 4.2871 2.2372
H: 2.1358 2.7985 1.2767
H: 0.8619 2.0893 3.3590
H: -0.4025 3.2815 2.9986
H: 3.6335 -2.9191 3.8876
H: 2.5741 -3.2080 -0.4390
H: 1.0392 -0.4319 -0.6908

Its SMILES is CC1=N[C@@H]2C(N3CCN(C)CC3)=Nc3ncc(Cl)cc3[C@H]2O1. The calculation puts the gap between HOMO and LUMO at 8.2032 eV.

Here are the Mulliken charges for atoms 1 to 8, given in e: number 1, C, carries -1.139; number 2, C, carries 0.502; number 3, N, carries -0.678; number 4, C, carries 0.409; number 5, C, carries 0.227; number 6, N, carries -0.015; number 7, C, carries -0.863; number 8, C, carries -0.861

Computed, not measured: C15H18FN3O3S as an isolated structure, with ωB97M-V with the def2-TZVPD basis set.

CARTESIAN COORDINATES (ANGSTROEM)
C: 3.2415 -1.6390 2.0101
C: 1.8082 -1.9088 1.7140
H: 1.4635 -2.8344 2.1721
H: 1.1694 -1.1961 1.9891
O: 1.7923 -2.2166 0.1966
C: 1.4967 -1.3282 -0.4754
O: 1.5674 -0.2493 -0.0088
N: 1.2103 -1.5807 -1.9487
C: 0.6327 -2.9137 -2.2521
H: 0.8844 -3.0758 -3.1684
C: -1.0946 -2.9302 -1.9554
N: -1.3429 -1.5405 -1.7963
C: -1.3713 -0.9858 -0.4107
S: -2.1578 -2.0954 0.8243
N: -1.3243 0.3364 -0.2408
C: -2.1668 0.9559 0.7543
O: -3.1944 0.8102 1.0104
C: -1.5050 2.2726 1.1993
C: -2.5053 3.5016 1.4207
C: -1.9602 4.5063 2.0023
C: -0.4891 4.7170 1.9635
C: 0.2423 3.5047 1.8142
C: -0.2894 2.4525 1.2987
H: 0.4428 1.5488 1.1811
H: 1.2998 3.9143 1.6266
F: -0.0523 5.9620 2.5258
H: -2.3663 5.4349 2.2388
H: -3.6157 3.2747 1.2989
H: -0.4147 0.5200 -0.2643
C: -0.8305 -0.5845 -2.5899
H: -1.3557 0.4315 -2.5836
C: 0.7678 -0.5393 -2.8183
H: 1.0375 -0.7405 -3.6914
H: 1.2401 0.3810 -2.3392
H: -1.1665 -0.9968 -3.6149
H: -1.3982 -3.4385 -1.0249
H: -1.4313 -3.1274 -2.9010
H: 1.0154 -3.7840 -1.2928
H: 3.9051 -2.4468 1.5545
H: 3.3757 -0.8696 1.4049
H: 3.4394 -1.5025 3.1768

The calculation puts the gap between HOMO and LUMO at 7.8266 eV.

Here are the Mulliken charges for atoms 1 to 8, given in e: number 1, C, carries -1.086; number 2, C, carries -0.355; number 3, H, carries 0.355; number 4, H, carries 0.355; number 5, O, carries -0.338; number 6, C, carries 0.715; number 7, O, carries -0.703; number 8, N, carries 0.001

Computed, not measured: C15H18FNO5 in the gas phase, with ωB97M-V with the def2-TZVPD basis set.

CARTESIAN COORDINATES (ANGSTROEM)
C: 0.4955 -3.0514 2.2443
C: 1.3293 -2.0250 1.4973
O: 1.4273 -2.4379 0.1320
C: 1.5207 -1.5029 -0.8032
O: 1.6131 -0.3205 -0.5784
C: 1.4806 -2.1147 -2.1855
C: 0.1226 -2.7738 -2.4477
C: -1.0144 -1.7549 -2.5705
N: -1.2047 -0.9614 -1.3755
C: -1.8459 -1.4443 -0.2981
O: -2.3328 -2.5529 -0.2318
C: -1.9848 -0.4588 0.8639
O: -1.0766 0.6295 0.7858
C: -1.5965 1.8715 0.7952
O: -2.7797 2.0939 0.8583
C: -0.5535 2.9231 0.7345
C: -0.9522 4.2411 0.9544
C: -0.0247 5.2650 0.9219
C: 1.3081 4.9875 0.6666
C: 1.6845 3.6733 0.4439
F: 2.9807 3.4097 0.1920
C: 0.7816 2.6276 0.4721
H: 0.9945 -4.0165 2.2353
H: -0.4762 -3.1640 1.7687
H: 0.3582 -2.7335 3.2739
H: 0.8744 -1.0293 1.5317
H: 2.3418 -1.9596 1.9108
H: 2.2624 -2.8731 -2.2418
H: 1.6827 -1.3340 -2.9201
H: 0.1722 -3.3436 -3.3766
H: -0.1079 -3.4620 -1.6339
H: -0.8265 -1.0715 -3.4010
H: -1.9468 -2.2972 -2.7518
H: -0.7141 -0.0836 -1.2949
H: -1.8166 -0.9924 1.8040
H: -3.0134 -0.0738 0.8622
H: -1.9947 4.4379 1.1509
H: -0.3362 6.2835 1.0951
H: 2.0516 5.7685 0.6357
H: 1.1162 1.6205 0.2802

Its SMILES is CCOC(=O)CCCNC(=O)COC(=O)c1cccc(F)c1. The calculation puts the gap between HOMO and LUMO at 9.8305 eV.

Here are the Mulliken charges for atoms 1 to 8, given in e: number 1, C, carries -1.303; number 2, C, carries 0.214; number 3, O, carries -0.296; number 4, C, carries 0.514; number 5, O, carries -0.618; number 6, C, carries -0.600; number 7, C, carries -0.552; number 8, C, carries -0.995

Computed, not measured: C15H18N2O2S in the gas phase, with ωB97M-V with the def2-TZVPD basis set.

CARTESIAN COORDINATES (ANGSTROEM)
C: 2.6103 -2.2967 0.8031
C: 3.1503 -1.1985 1.2958
C: 2.8498 -0.6651 2.6655
O: 2.1659 0.5810 2.6082
C: 0.8915 0.4980 2.0862
C: -0.1662 0.0936 2.8812
C: -1.4528 0.0310 2.3727
C: -1.6886 0.3856 1.0550
C: -3.0589 0.2504 0.4407
N: -3.1904 -1.0083 -0.2786
C: -2.6664 -1.1390 -1.5163
N: -2.3370 -0.1715 -2.3020
C: -1.9172 -0.6290 -3.5103
C: -1.9129 -1.9707 -3.6697
S: -2.4692 -2.7500 -2.2241
C: -0.6330 0.7992 0.2510
C: 0.6645 0.8522 0.7419
O: 1.7623 1.2005 0.0271
C: 1.6208 1.6327 -1.3110
C: 1.1281 3.0728 -1.4149
H: 2.8253 -2.6422 -0.1939
H: 1.9368 -2.9073 1.3836
H: 3.8057 -0.5801 0.7000
H: 3.7763 -0.4467 3.2045
H: 2.2601 -1.3963 3.2372
H: 0.0298 -0.1691 3.9101
H: -2.2682 -0.2865 3.0059
H: -3.8351 0.2735 1.2087
H: -3.2362 1.0459 -0.2847
H: -3.1762 -1.8409 0.2920
H: -1.6173 0.0883 -4.2532
H: -1.6300 -2.5531 -4.5215
H: -0.8529 1.0552 -0.7726
H: 2.6303 1.5569 -1.7255
H: 0.9661 0.9533 -1.8708
H: 1.1037 3.3764 -2.4579
H: 1.7999 3.7305 -0.8691
H: 0.1310 3.1740 -0.9942

Its SMILES is C=CCOc1ccc(CNc2nccs2)cc1OCC. The calculation puts the gap between HOMO and LUMO at 8.6004 eV.

Here are the Mulliken charges for atoms 1 to 8, given in e: number 1, C, carries -0.737; number 2, C, carries 0.119; number 3, C, carries -0.592; number 4, O, carries -0.496; number 5, C, carries 0.464; number 6, C, carries -0.508; number 7, C, carries -0.887; number 8, C, carries 0.219

Computed, not measured: C15H18N2O3 as an isolated structure, with ωB97M-V with the def2-TZVPD basis set.

CARTESIAN COORDINATES (ANGSTROEM)
C: 2.8944 2.9006 0.8908
H: 3.4622 3.6788 0.4617
H: 3.2360 2.4556 1.6231
H: 1.9500 3.5231 1.2034
C: 2.4638 2.1651 -0.1283
N: 1.5241 1.1181 0.2896
C: 0.4607 1.0206 -0.3818
O: 0.2109 1.8580 -1.6522
C: -0.7576 0.3411 -0.1349
C: -1.6829 -0.2514 -0.9274
C: -2.7380 -1.1401 -0.9568
C: -3.1423 -1.7538 -2.0121
C: -4.4557 -2.4576 -1.7644
C: -5.2028 -2.6760 -0.8504
C: -4.9041 -1.7185 0.2773
C: -3.5866 -1.1782 0.4098
N: -3.4947 -0.3904 1.7287
O: -2.3340 -0.5808 2.2018
O: -4.4654 0.2574 1.8622
H: -5.4403 -1.9085 1.1831
H: -6.1058 -3.0866 -0.8097
H: -4.4444 -3.3287 -2.7780
H: -2.5520 -1.9192 -2.8473
H: -1.2728 -0.2284 -1.9841
H: -0.9424 0.2796 0.7363
C: 1.7283 0.1278 1.1924
C: 2.9133 -0.6778 0.9226
H: 2.6113 -1.3533 -0.2831
H: 3.3089 -1.5030 1.6258
C: 4.1492 0.0503 0.4506
H: 4.5325 0.6150 1.1578
H: 4.9528 -0.3934 -0.0209
C: 3.7521 1.0922 -0.7007
H: 4.5986 1.8690 -0.7843
H: 3.5211 0.6409 -1.5266
H: 2.1133 0.5799 1.9489
H: 0.8631 -0.3211 1.3899
H: 2.2754 2.2935 -1.0127

The calculation puts the gap between HOMO and LUMO at 7.6437 eV.

Here are the Mulliken charges for atoms 1 to 8, given in e: number 1, C, carries -1.863; number 2, H, carries 0.444; number 3, H, carries 0.707; number 4, H, carries 0.297; number 5, C, carries -0.318; number 6, N, carries -0.152; number 7, C, carries 0.319; number 8, O, carries -0.779

Computed, not measured: C15H18N2OS2 in the gas phase, with ωB97M-V with the def2-TZVPD basis set.

CARTESIAN COORDINATES (ANGSTROEM)
C: 3.0805 3.4048 -0.5945
C: 3.4781 2.0018 -0.1473
C: 2.7526 1.6123 1.1430
C: 3.0981 0.1802 1.5502
N: 2.7620 -0.7251 0.4669
C: 1.6438 -1.4713 0.5727
O: 1.0305 -1.5935 1.6123
C: 1.1951 -2.1977 -0.6992
S: -0.4830 -2.8630 -0.4676
C: -1.3772 -1.4002 -0.2826
N: -2.6148 -1.3917 0.0264
C: -3.1321 -0.1333 0.0850
C: -4.4457 0.1951 0.4036
C: -4.8140 1.5243 0.4241
C: -3.8974 2.5309 0.1329
C: -2.5868 2.2294 -0.1875
C: -2.2128 0.8989 -0.2101
S: -0.6573 0.2130 -0.5704
C: 3.4995 -0.4363 -0.7411
C: 3.1596 0.9720 -1.2346
H: 2.0114 3.4504 -0.7893
H: 3.6076 3.6805 -1.5050
H: 3.3205 4.1333 0.1762
H: 4.5583 1.9850 0.0410
H: 3.0237 2.2950 1.9492
H: 1.6741 1.6809 0.9856
H: 2.5280 -0.1226 2.4291
H: 4.1678 0.0895 1.7644
H: 1.1796 -1.5422 -1.5694
H: 1.8292 -3.0627 -0.8935
H: -5.1448 -0.5939 0.6277
H: -5.8307 1.7909 0.6707
H: -4.2117 3.5633 0.1571
H: -1.8735 3.0069 -0.4143
H: 3.2986 -1.1828 -1.5077
H: 4.5671 -0.4865 -0.4955
H: 3.7275 1.1900 -2.1403
H: 2.0953 1.0212 -1.4758

Its SMILES is CC1CCN(C(=O)CSc2nc3ccccc3s2)CC1. The calculation puts the gap between HOMO and LUMO at 8.7460 eV.

Here are the Mulliken charges for atoms 1 to 8, given in e: number 1, C, carries -1.559; number 2, C, carries 0.457; number 3, C, carries -0.459; number 4, C, carries -1.039; number 5, N, carries 0.114; number 6, C, carries 0.694; number 7, O, carries -0.627; number 8, C, carries -0.863

Computed, not measured: C15H18N4O3 in the gas phase, with ωB97M-V with the def2-TZVPD basis set.

CARTESIAN COORDINATES (ANGSTROEM)
N: 1.5308 0.2719 -1.5147
C: 1.4248 0.0112 -0.0701
C: 2.4201 0.8230 0.9390
C: 3.7559 0.2357 0.4956
C: 4.7319 0.9549 -0.3765
C: 5.9011 0.3948 -0.6479
C: 6.3319 -0.9336 -0.2382
C: 5.4794 -1.5841 0.5691
C: 4.2084 -1.0489 0.9544
C: -0.0730 0.2421 0.2045
O: -0.4797 -0.0377 1.4220
N: -0.9322 0.5372 -0.7468
C: -2.4373 0.5142 -0.6026
C: -2.9169 -0.7184 0.0025
C: -4.4713 -0.8527 0.1362
C: -5.4587 -0.3236 0.9484
N: -6.7635 -0.8041 0.4614
C: -6.4490 -1.4384 -0.7055
N: -5.1269 -1.4212 -0.9724
C: -2.6858 1.9146 -0.0177
O: -3.3984 2.8705 -0.3547
O: -2.2066 1.9155 1.3148
H: 2.6467 0.1513 -1.5441
H: 1.4636 1.2853 -1.7660
H: 1.5959 -1.0202 0.1578
H: 2.0071 0.6514 1.9479
H: 2.4302 1.8773 0.6431
H: 4.4068 1.8900 -1.0169
H: 6.6231 0.9480 -1.3161
H: 7.3986 -1.0180 -0.5944
H: 5.7251 -2.5839 0.9298
H: 3.5713 -1.6731 1.5201
H: -0.6267 0.7540 -1.6924
H: -2.7734 0.6116 -1.5778
H: -2.4637 -1.4872 -0.5835
H: -2.4416 -0.9232 0.9581
H: -5.4555 0.2339 1.8909
H: -7.5817 -0.4298 0.8201
H: -7.1132 -1.7995 -1.5438
H: -1.7977 1.0094 1.5666

Its SMILES is N[C@@H](Cc1ccccc1)C(=O)N[C@@H](Cc1c[nH]cn1)C(=O)O. The calculation puts the gap between HOMO and LUMO at 9.5922 eV.

Here are the Mulliken charges for atoms 1 to 8, given in e: number 1, N, carries -0.814; number 2, C, carries 0.323; number 3, C, carries -0.676; number 4, C, carries 0.366; number 5, C, carries -0.265; number 6, C, carries -0.128; number 7, C, carries -0.517; number 8, C, carries -0.514

Computed, not measured: C15H18N4O3S2 in the gas phase, with ωB97M-V with the def2-TZVPD basis set.

CARTESIAN COORDINATES (ANGSTROEM)
O: -4.7955 1.0853 2.5221
C: -3.6339 0.9709 2.2234
N: -3.3442 0.3756 0.9960
C: -2.2070 0.0541 0.3350
N: -2.2698 -0.5216 -0.8301
N: -1.0910 -0.7820 -1.3612
C: -0.0945 -0.4143 -0.6384
S: 1.6253 -0.6546 -1.0524
O: 2.0940 -1.7914 -0.3225
O: 2.2895 0.5916 -0.8462
N: 1.4609 -0.9780 -2.6773
C: 2.5037 -1.6282 -3.3487
C: 2.2395 -2.4704 -4.4229
C: 3.2858 -3.0696 -5.1007
C: 4.5941 -2.8448 -4.7077
C: 4.8539 -2.0097 -3.6333
C: 3.8164 -1.3973 -2.9546
S: -0.5396 0.3258 0.8640
C: -2.4817 1.4599 3.0568
C: -2.0537 2.8431 2.5391
C: -0.8864 3.3705 3.3669
C: -1.2740 3.4605 4.8395
C: -1.7243 2.0981 5.3574
C: -2.8879 1.5654 4.5286
H: -4.1815 0.1057 0.4832
H: 0.5309 -1.2967 -2.9102
H: 1.2172 -2.6481 -4.7240
H: 3.0748 -3.7205 -5.9361
H: 5.4073 -3.3191 -5.2355
H: 5.8717 -1.8314 -3.3208
H: 4.0051 -0.7427 -2.1189
H: -1.6399 0.7668 2.9704
H: -2.9025 3.5250 2.6231
H: -1.7688 2.7854 1.4866
H: -0.5946 4.3547 2.9970
H: -0.0308 2.7016 3.2518
H: -2.0885 4.1786 4.9557
H: -0.4254 3.8187 5.4246
H: -0.8889 1.3960 5.3048
H: -2.0271 2.1792 6.4025
H: -3.7462 2.2335 4.6122
H: -3.1951 0.5843 4.8949

Its SMILES is O=C(Nc1nnc(S(=O)(=O)Nc2ccccc2)s1)C1CCCCC1. The calculation puts the gap between HOMO and LUMO at 8.6981 eV.

Here are the Mulliken charges for atoms 1 to 8, given in e: number 1, O, carries -0.630; number 2, C, carries -0.261; number 3, N, carries -0.027; number 4, C, carries 0.513; number 5, N, carries -0.794; number 6, N, carries -0.004; number 7, C, carries 0.031; number 8, S, carries 0.953

Q: What is the gap between HOMO and LUMO in the fifth record?
A: 7.6437 eV